# 1
21
Properties=species:S:1:pos:R:3 method="wB97M-V/def2-TZVPD" lumo_ha="-0.310 / -0.510" multiplicity=6 charge=+2 e_homo_ev="-15.888 / -18.789" relative_energy_kcal_mol=45.6 energy_ev=-23685.6369
O 0.181 -6.055 -2.326
C -0.166 -5.052 -1.874
Ru 0.512 -0.945 -0.102
O -2.024 -2.621 -0.814
C -1.139 -1.933 -0.522
C 2.233 -0.078 0.274
O 3.296 0.338 0.446
C 0.509 -0.188 -1.918
O 0.590 0.134 -3.024
C 0.577 -1.800 1.679
O 0.688 -2.407 2.639
H 1.381 -2.196 -0.686
C -1.577 2.868 1.335
C -0.610 1.995 0.619
N 0.345 2.543 -0.159
O -0.732 0.743 0.780
H -1.403 3.932 1.143
H -1.493 2.642 2.404
H -2.583 2.570 1.018
H 1.015 1.977 -0.658
H 0.400 3.534 -0.254


# 2
19
Properties=species:S:1:pos:R:3 method="wB97M-V/def2-TZVPD" lumo_ha="-0.222 / -0.222" charge=+1 e_homo_ev="-11.539 / -11.539" energy_ev=-20368.4540
O 2.142 0.198 -0.628
C 2.912 -0.090 0.385
C 4.228 0.169 0.514
H 2.354 -0.552 1.284
H 4.742 0.845 -0.174
H 4.825 -0.420 1.211
O -0.444 1.969 -1.178
C -1.533 2.311 -0.583
C -2.284 1.451 0.168
O -1.801 0.164 0.044
C -2.061 -0.965 0.543
C -1.464 -2.069 -0.255
O -0.475 -1.659 -1.086
Bi 0.311 0.112 -1.313
H -1.797 3.378 -0.538
H -3.213 1.606 0.707
H -2.944 -1.078 1.183
H -2.329 -2.536 -0.785
H -1.170 -2.835 0.502


# 3
19
Properties=species:S:1:pos:R:3 method="wB97M-V/def2-TZVPD" lumo_ha=0.041 smiles=CCC.CC e_homo_ev=-11.374 relative_energy_kcal_mol=4.1 energy_ev=-5411.8731
C -0.642 -1.296 -1.539
C -0.745 -2.248 -2.721
H -1.512 -1.334 -0.883
H 0.192 -1.508 -0.868
H -0.541 -0.296 -1.958
H 0.013 -1.993 -3.464
H -1.706 -2.139 -3.225
H -0.619 -3.310 -2.521
C 0.079 1.033 1.252
C -0.215 1.999 2.380
C 1.548 0.723 1.001
H -0.467 0.105 1.413
H -0.284 1.455 0.310
H 0.388 2.907 2.426
H 2.079 0.092 1.711
H 1.703 0.295 0.008
H -0.128 1.547 3.374
H -1.263 2.306 2.324
H 2.120 1.660 0.979


# 4
86
Properties=species:S:1:pos:R:3 method="wB97M-V/def2-TZVPD" lumo_ha="-0.086 / -0.191" multiplicity=5 charge=+1 e_homo_ev="-10.010 / -10.840" relative_energy_kcal_mol=0.0 energy_ev=-76198.7235
Ru -0.439 -0.036 0.559
C -1.092 -3.999 -2.194
C -0.150 -4.774 -1.360
N 1.017 -3.951 -0.933
C 2.211 -4.200 -1.779
C 2.041 -3.518 -3.165
C 0.965 -3.081 0.048
S -0.368 -2.728 1.037
N 2.147 -2.472 0.328
C 2.246 -1.216 0.272
O 1.341 -0.471 -0.286
C 3.444 -0.609 0.926
C 4.415 -1.489 1.391
C 5.696 -1.027 1.748
C 5.946 0.328 1.709
C 4.966 1.246 1.261
C 3.754 0.752 0.814
H -1.864 -4.672 -2.544
H -0.629 -3.544 -3.031
H -1.617 -3.219 -1.594
H 0.275 -5.553 -1.984
H -0.598 -5.229 -0.469
H 2.389 -5.254 -1.925
H 3.114 -3.794 -1.337
H 1.133 -3.783 -3.667
H 2.901 -3.687 -3.747
H 1.898 -2.471 -2.961
H 4.155 -2.554 1.481
H 6.447 -1.713 2.056
H 6.835 0.737 2.120
H 5.163 2.318 1.253
H 3.050 1.429 0.436
B -3.587 -0.392 -0.551
N -2.465 -0.107 -1.614
C -2.577 -0.363 -2.903
C -1.319 -0.395 -3.505
C -0.465 -0.162 -2.479
N -1.112 -0.015 -1.363
N -3.381 0.628 0.616
C -4.278 1.232 1.407
C -3.641 1.795 2.507
C -2.315 1.468 2.325
N -2.180 0.745 1.204
H -4.652 -0.322 -1.136
H -3.547 -1.549 -0.220
H -3.532 -0.596 -3.335
H -1.023 -0.569 -4.518
H 0.619 -0.091 -2.438
H -5.346 1.216 1.099
H -4.073 2.378 3.316
H -1.425 1.673 2.925
C 1.565 3.088 -3.367
C 1.908 2.530 -1.941
Sb 0.352 2.821 -0.425
C 0.930 4.759 0.442
C 2.353 5.188 0.111
C -1.455 3.377 -1.521
C -1.557 4.817 -1.818
H 2.458 3.146 -3.996
H 1.130 4.050 -3.263
H 0.887 2.391 -3.831
H 2.743 3.143 -1.545
H 2.296 1.491 -1.927
H 0.868 4.664 1.531
H 0.168 5.482 0.192
H 3.133 4.531 0.564
H 2.604 6.176 0.417
H 2.571 5.223 -0.942
H -2.245 3.052 -0.835
H -1.455 2.750 -2.407
H -1.701 5.364 -0.902
H -2.420 5.062 -2.458
H -0.778 5.322 -2.373
C -4.255 -2.388 3.132
C -3.082 -1.933 3.861
C -2.965 -1.954 5.224
C -1.885 -1.404 5.845
N -0.873 -0.878 5.113
C -1.048 -1.017 3.819
S 0.364 -0.497 2.793
N -2.067 -1.433 3.128
H -4.651 -3.237 3.677
H -3.930 -2.731 2.153
H -5.005 -1.597 3.036
H -3.777 -2.359 5.808
H -1.672 -1.336 6.905